The following is a DFT calculation (the ωB97M-V functional and the def2-TZVPD basis) of 3 unconnected molecules or ions with the total composition C4H5NO2 in a non-equilibrium geometry.

Summary:
**HOMO**: -9.5 eV
**Energy relative to the best compared isomer or geometry (same formula, charge and spin)**: 4.6906 eV
**Frontier orbital gap**: 9.3 eV

CARTESIAN COORDINATES (ANGSTROEM)
O (-2.138467, -0.886992, 1.804651)
C (-1.326838, -0.746143, 1.026487)
C (0.518266, 0.382091, 1.158614)
C (1.361051, -0.427051, 0.313268)
N (0.791701, 0.933394, 0.057648)
C (-0.678361, 0.460192, -1.682439)
O (-0.038743, -0.087891, -2.544946)
H (-1.078627, -0.105653, -0.812983)
H (0.197955, 0.677297, 2.148915)
H (0.960361, -1.254229, -0.284912)
H (2.417407, -0.461892, 0.551691)
H (-0.985705, 1.516876, -1.735995)

Cartesian forces (eV/Å) of the 3 atoms listed first:
O 0.5 0.1 -0.5
C -1.7 -1.0 1.0
C 0.8 0.7 0.2



The following is a DFT calculation (the ωB97M-V functional and the def2-TZVPD basis) of a molecular structure, C30H48P2RuTe in a non-equilibrium geometry.

Summary:
**HOMO (alpha / beta)**: -13.0 / -11.9 eV
**Net charge**: +2
**2S+1**: 5
**Energy relative to the best compared isomer or geometry (same formula, charge and spin)**: 7.6613 eV
**Frontier orbital gap (alpha / beta)**: 6.1 / 2.9 eV
**<S²>**: 6.04

CARTESIAN COORDINATES (ANGSTROEM)
Ru (-0.722016, -1.664687, -1.562184)
C (2.578850, 1.746651, -0.738531)
C (1.593958, 2.448335, -1.392320)
C (1.356135, 2.900541, 0.853917)
C (2.446766, 2.062424, 0.683496)
C (0.777018, 3.138309, -0.466396)
C (3.628647, 0.926421, -1.348768)
H (3.459285, 0.710177, -2.404246)
H (3.760150, -0.004024, -0.789221)
H (4.579101, 1.438050, -1.286791)
C (3.516373, 1.712885, 1.591019)
H (4.490890, 1.638393, 1.061769)
H (3.383483, 0.735180, 2.103159)
H (3.612491, 2.474240, 2.364857)
C (1.035385, 3.684974, 2.060909)
H (1.957803, 4.213020, 2.406854)
H (0.666712, 3.066555, 2.901625)
H (0.255683, 4.460391, 1.846867)
C (-0.298373, 4.122020, -0.788851)
H (0.098314, 5.137860, -0.626533)
H (-1.207735, 4.009323, -0.176776)
H (-0.576198, 4.051832, -1.837712)
C (1.139860, 2.312034, -2.791184)
H (1.588127, 3.226416, -3.267464)
H (0.041701, 2.340821, -3.000629)
H (1.557898, 1.452923, -3.308350)
C (-0.917834, -3.899270, -2.159398)
C (0.172179, -3.487413, -2.880444)
C (0.191670, -3.042329, -4.309357)
C (-1.012984, -1.958048, -4.612177)
C (-1.309888, -1.101015, -3.434901)
C (-2.392287, -1.599969, -2.348663)
C (-3.117696, -2.771300, -2.440504)
C (-2.329820, -4.092765, -2.629070)
H (0.195537, -3.809347, -5.115476)
H (-1.897857, -2.481739, -5.076978)
H (1.138336, -2.488517, -4.460302)
H (-2.438404, -4.518924, -3.657597)
H (-0.679768, -4.523671, -1.287629)
H (1.136343, -3.896987, -2.562223)
H (-2.844525, -4.859385, -1.965906)
H (-3.716477, -2.863449, -1.521069)
H (-2.974854, -0.732349, -2.084226)
H (-3.830845, -2.656807, -3.256778)
H (-0.535288, -1.222568, -5.374713)
H (-1.297246, -0.058038, -3.772722)
P (0.480060, -1.880854, 0.532301)
P (-1.357745, 0.643386, 0.477507)
C (-1.350516, -2.305675, 0.775609)
C (-2.176447, -0.981516, 0.979441)
H (-1.160207, -2.888709, 1.716210)
H (-1.685678, -2.958665, -0.064277)
H (-3.104716, -1.104126, 0.426704)
H (-2.321931, -0.854084, 2.066412)
C (-1.837307, 1.639051, 1.862286)
H (-1.429556, 2.646478, 1.751884)
H (-1.489571, 1.208159, 2.803885)
H (-2.927930, 1.680213, 1.835676)
C (-2.481482, 1.384685, -0.748150)
H (-3.466906, 0.914941, -0.582066)
H (-2.119200, 1.190291, -1.778120)
H (-2.496083, 2.468379, -0.574274)
C (1.471179, -3.307872, 0.708375)
H (2.457410, -3.105038, 0.238996)
H (0.840022, -4.017678, 0.147146)
H (1.542787, -3.412748, 1.809056)
C (1.387777, -1.299587, -1.155560)
H (1.317106, -0.203085, -0.908359)
H (0.871413, -1.653026, -2.221343)
H (2.269190, -1.936646, -1.218002)
Te (1.350048, -0.868692, 2.680258)
C (0.499813, 0.295586, 4.233275)
C (-0.763415, 0.089203, 4.871854)
C (-1.068241, 0.821413, 6.034574)
C (-0.157556, 1.733056, 6.573877)
C (1.044682, 1.992103, 5.918524)
C (1.383182, 1.289518, 4.757123)
H (-1.481296, -0.616561, 4.439747)
H (-2.031228, 0.674022, 6.529345)
H (-0.358971, 2.255491, 7.490692)
H (1.758816, 2.738161, 6.254761)
H (2.333898, 1.453247, 4.196252)

Cartesian forces (eV/Å) of the 3 atoms listed first:
Ru 2.5 -0.9 1.0
C -0.6 0.4 0.2
C -2.0 -1.4 -0.8